(1)
Computed, not measured: C43H80BGaN9O4P as an isolated structure, with the ωB97M-V functional and the def2-TZVPD basis.

Geometry as XYZ:
```
139
C43H80BGaN9O4P | the Open Molecules 2025 dataset | the ωB97M-V functional and the def2-TZVPD basis
C 5.633 1.935 2.771
C 4.290 1.119 2.474
P 2.863 2.246 1.826
C 3.099 4.034 2.411
Ga 0.927 1.252 2.767
C 0.863 1.784 4.758
C 0.577 3.350 5.028
O -0.778 3.567 5.520
B -0.815 1.630 1.697
C -1.945 2.726 2.180
O -1.140 0.919 0.446
C 1.288 -0.816 2.680
O 1.027 -1.587 3.667
O 1.844 -1.309 1.496
H 5.467 2.883 3.375
H 6.304 1.258 3.402
H 6.101 2.179 1.756
H 3.889 0.578 3.406
H 4.425 0.332 1.669
H 4.215 4.303 2.317
H 2.780 4.241 3.484
H 2.561 4.803 1.748
H 1.872 1.493 5.232
H 0.076 1.177 5.329
H 0.631 3.854 3.999
H 1.386 3.730 5.737
H -1.243 4.083 4.830
H -1.415 3.741 2.177
H -2.395 2.460 3.195
H -2.786 2.748 1.393
H -1.818 0.253 0.673
C -0.302 2.214 -4.678
C 0.385 0.962 -4.151
C 0.414 0.888 -2.623
C 1.245 1.930 -2.027
N 1.907 2.743 -1.560
H 0.238 3.119 -4.389
H -0.343 2.187 -5.770
H -1.326 2.288 -4.301
H 1.400 0.913 -4.550
H -0.150 0.085 -4.532
H 0.811 -0.088 -2.326
H -0.603 0.950 -2.225
C 5.270 -1.081 -5.082
C 5.070 -1.097 -6.593
C 4.767 0.286 -7.174
C 3.475 0.807 -6.720
N 2.465 1.219 -6.358
H 4.358 -0.777 -4.562
H 5.537 -2.078 -4.728
H 6.072 -0.394 -4.799
H 4.267 -1.796 -6.844
H 5.984 -1.478 -7.061
H 4.757 0.217 -8.266
H 5.564 0.987 -6.909
C -6.229 5.717 -0.570
C -5.579 4.417 -0.114
C -5.592 4.238 1.405
C -4.757 5.229 2.089
N -4.104 6.008 2.626
H -5.679 6.588 -0.204
H -6.242 5.768 -1.662
H -7.261 5.786 -0.215
H -4.553 4.374 -0.489
H -6.119 3.580 -0.567
H -5.222 3.237 1.647
H -6.619 4.295 1.780
C -3.757 -2.391 -7.302
C -2.597 -1.990 -6.400
C -3.049 -1.430 -5.051
C -3.760 -0.155 -5.186
N -4.323 0.842 -5.294
H -4.370 -1.527 -7.574
H -3.378 -2.834 -8.227
H -4.399 -3.128 -6.812
H -1.971 -1.258 -6.920
H -1.975 -2.871 -6.220
H -2.169 -1.280 -4.419
H -3.686 -2.158 -4.539
C -1.500 -4.474 -2.415
C -0.180 -4.414 -1.661
C 0.585 -3.112 -1.889
C 1.045 -2.972 -3.277
N 1.402 -2.860 -4.368
H -1.343 -4.455 -3.498
H -2.028 -5.398 -2.172
H -2.145 -3.634 -2.145
H 0.438 -5.271 -1.946
H -0.388 -4.512 -0.592
H 1.454 -3.092 -1.224
H -0.041 -2.257 -1.616
C -6.484 -4.074 -9.521
C -6.899 -5.540 -9.501
C -8.033 -5.830 -8.516
C -7.624 -5.631 -7.122
N -7.305 -5.470 -6.030
H -6.073 -3.762 -8.558
H -5.713 -3.913 -10.278
H -7.333 -3.428 -9.759
H -6.028 -6.159 -9.268
H -7.231 -5.821 -10.506
H -8.356 -6.867 -8.644
H -8.897 -5.199 -8.743
C -1.684 -7.588 3.684
C -0.493 -6.938 2.989
C -0.894 -5.808 2.040
C -1.667 -6.293 0.890
N -2.277 -6.672 -0.011
H -2.348 -8.078 2.967
H -1.338 -8.348 4.390
H -2.264 -6.848 4.241
H 0.070 -7.704 2.447
H 0.176 -6.530 3.752
H 0.011 -5.315 1.674
H -1.469 -5.051 2.580
C 3.418 6.225 9.642
C 2.161 5.925 8.832
C 2.178 4.539 8.188
C 3.216 4.416 7.161
N 4.036 4.317 6.360
H 4.306 6.247 9.006
H 3.330 7.202 10.124
H 3.570 5.474 10.421
H 2.032 6.696 8.066
H 1.295 5.989 9.498
H 1.203 4.349 7.729
H 2.322 3.771 8.954
C 6.940 -0.065 7.564
C 5.445 -0.110 7.271
C 4.807 1.276 7.185
C 4.823 1.980 8.472
N 4.838 2.537 9.480
H 7.143 0.373 8.545
H 7.355 -1.076 7.559
H 7.470 0.522 6.809
H 4.945 -0.710 8.038
H 5.293 -0.623 6.317
H 3.769 1.168 6.855
H 5.317 1.878 6.428
```

Computed properties:
HOMO energy in eV: -0.159
Multiplicity: 1
Strongest force on any atom in eV/A: 4.5
Molar mass in g/mol: 898.68
Total charge: -2
Gap between HOMO and LUMO in eV: 2.8

Atomic partial charges in e from the Mulliken method, atoms 1 to 5:
1 C -1.081
2 C -0.330
3 P 0.276
4 C -0.915
5 Ga -1.658

=====

(2)
Computed, not measured: a 12-piece molecular cluster, C43H80Cl10NO13S3 overall, with the ωB97M-V functional and the def2-TZVPD basis.

Geometry as XYZ:
```
150
C43H80Cl10NO13S3 | the Open Molecules 2025 dataset | the ωB97M-V functional and the def2-TZVPD basis
C 3.397 -19.274 2.523
C 3.567 -17.687 2.887
C 3.475 -16.968 1.560
C 3.230 -15.443 1.666
C 1.984 -15.025 2.541
C 2.055 -15.681 3.993
N 2.401 -17.123 3.747
O 2.092 -18.013 4.846
C 0.627 -15.375 4.559
C 3.113 -14.862 4.800
C 4.987 -17.568 3.530
H 3.468 -20.022 3.313
H 4.224 -19.533 1.863
H 2.448 -19.450 2.017
H 2.517 -17.164 1.078
H 4.383 -17.032 0.960
H 3.135 -15.035 0.660
H 4.136 -14.992 2.072
H 1.038 -15.345 2.104
H 2.027 -13.938 2.614
H 0.475 -14.296 4.575
H 0.455 -15.765 5.562
H -0.178 -15.906 4.052
H 4.152 -14.907 4.475
H 3.160 -15.283 5.804
H 2.797 -13.884 5.162
H 4.983 -18.035 4.515
H 5.231 -16.510 3.621
H 5.695 -18.115 2.907
C 7.454 -14.029 -1.183
C 6.143 -14.418 -0.551
C 5.642 -15.640 -1.308
S 5.923 -15.255 -3.079
O 4.860 -14.396 -3.572
O 6.306 -16.424 -3.855
C 7.428 -14.195 -2.741
H 8.225 -14.658 -0.737
H 7.733 -13.022 -0.874
H 5.462 -13.604 -0.802
H 6.114 -14.578 0.527
H 4.623 -15.999 -1.163
H 6.334 -16.452 -1.088
H 7.362 -13.371 -3.452
H 8.200 -14.933 -2.962
C -1.765 -17.367 6.085
C -3.111 -17.959 6.344
C -3.059 -18.273 7.852
S -1.483 -19.237 8.028
O -1.667 -20.627 7.708
O -0.846 -18.739 9.244
C -0.720 -18.416 6.560
H -1.746 -16.378 6.544
H -1.598 -17.134 5.033
H -3.245 -18.836 5.710
H -3.924 -17.273 6.103
H -3.879 -18.926 8.149
H -3.046 -17.334 8.406
H -0.710 -19.217 5.821
H 0.312 -18.112 6.737
C 8.690 -19.076 3.609
C 8.654 -17.596 4.084
C 9.614 -16.774 3.230
S 9.634 -17.586 1.533
O 11.002 -17.907 1.080
O 8.680 -16.939 0.631
C 8.834 -19.129 2.085
H 7.874 -19.744 3.880
H 9.594 -19.546 3.997
H 8.661 -17.428 5.161
H 7.677 -17.122 3.992
H 10.578 -17.116 3.607
H 9.517 -15.695 3.106
H 9.378 -20.032 1.807
H 7.857 -19.070 1.605
O -1.501 -14.883 9.274
C -0.395 -15.322 9.170
O 0.236 -15.301 8.037
C 1.589 -15.749 8.207
C 1.573 -16.629 9.483
C 0.410 -16.028 10.314
H 2.312 -14.944 8.337
H 1.894 -16.272 7.301
H 2.530 -16.449 9.973
H 1.367 -17.686 9.313
H 0.720 -15.282 11.046
H -0.275 -16.775 10.714
O -4.674 -11.935 -0.028
C -3.656 -12.412 0.484
O -2.820 -11.636 1.176
C -1.744 -12.423 1.787
C -1.806 -13.690 0.986
C -3.267 -13.872 0.563
H -1.981 -12.551 2.843
H -0.775 -11.931 1.699
H -1.541 -14.608 1.511
H -1.039 -13.540 0.225
H -3.863 -14.353 1.339
H -3.380 -14.246 -0.455
O 1.039 -10.627 2.782
C 2.177 -10.571 3.210
O 3.078 -11.524 2.843
C 4.290 -11.358 3.563
C 4.017 -10.447 4.691
C 2.771 -9.655 4.258
H 5.030 -10.889 2.916
H 4.711 -12.300 3.913
H 4.829 -9.765 4.940
H 3.721 -10.961 5.606
H 3.015 -8.733 3.730
H 2.040 -9.423 5.032
Cl 1.727 -21.670 0.285
C 1.994 -20.977 -1.340
C 1.072 -19.815 -1.663
Cl -0.580 -20.479 -1.343
H 1.683 -21.739 -2.055
H 3.031 -20.887 -1.665
H 1.154 -19.587 -2.726
H 1.264 -18.935 -1.049
Cl -0.703 -11.934 5.342
C -0.355 -11.951 7.059
C -0.148 -10.546 7.582
Cl 1.506 -10.020 7.256
H 0.404 -12.697 7.298
H -1.201 -12.361 7.610
H -0.284 -10.432 8.657
H -0.818 -9.872 7.049
Cl 0.270 -22.158 5.671
C 1.871 -21.442 5.628
C 2.399 -20.887 6.972
Cl 2.699 -22.237 8.065
H 1.877 -20.590 4.949
H 2.557 -22.193 5.237
H 1.648 -20.291 7.492
H 3.375 -20.412 6.873
Cl 7.110 -16.888 7.916
C 5.442 -16.442 7.477
C 4.615 -17.757 7.320
Cl 4.462 -18.589 8.806
H 5.461 -15.931 6.515
H 5.100 -15.673 8.170
H 5.011 -18.505 6.634
H 3.605 -17.591 6.945
Cl -1.591 -17.958 0.678
C -0.107 -18.443 1.591
C -0.495 -19.311 2.757
Cl -1.222 -20.763 2.064
H 0.331 -17.498 1.912
H 0.522 -18.983 0.883
H -1.209 -18.841 3.434
H 0.294 -19.682 3.412
```

Computed properties:
HOMO energy in eV: -3.537
Multiplicity: 1
Strongest force on any atom in eV/A: 3.4
Molar mass in g/mol: 1269.84
Total charge: -1
Gap between HOMO and LUMO in eV: 5.0

Atomic partial charges in e from the Mulliken method, atoms 1 to 5:
1 C -0.898
2 C 1.947
3 C -0.730
4 C -0.610
5 C -0.784

=====

(3)
Computed, not measured: a 5-piece molecular cluster, C43H81N6O4Si overall, with the ωB97M-V functional and the def2-TZVPD basis.

Geometry as XYZ:
```
135
C43H81N6O4Si | the Open Molecules 2025 dataset | the ωB97M-V functional and the def2-TZVPD basis
C 2.328 2.041 -3.692
C 2.769 0.824 -2.956
C 4.072 0.707 -2.696
C 4.555 -0.368 -2.072
C 3.707 -1.326 -1.725
C 2.412 -1.214 -1.971
C 1.902 -0.145 -2.588
C 0.426 -0.122 -2.858
C -0.427 0.651 -1.862
C -0.103 2.089 -1.504
C -0.609 3.079 -2.544
C -0.622 4.536 -2.121
C 0.710 5.055 -1.595
C 0.762 5.353 -0.107
C 2.163 5.751 0.338
C 2.995 4.486 0.588
C 2.694 3.900 1.951
C 3.335 2.522 2.129
C 3.701 2.245 3.596
C 4.948 1.374 3.749
C 4.699 -0.122 3.999
C 3.353 -0.603 3.541
N 3.180 -2.038 3.598
C 1.978 -2.652 3.576
C 2.175 -3.941 3.602
C 3.559 -4.192 3.644
C 4.114 -2.998 3.646
C -1.082 2.204 -0.303
C -0.716 0.960 0.488
N -0.767 -0.070 -0.579
Si -2.129 -1.342 -0.569
C -3.153 -1.317 -2.115
C -3.266 -1.212 0.892
C -1.322 -3.027 -0.481
H 1.943 2.725 -2.953
H 1.526 1.825 -4.376
H 3.164 2.532 -4.155
H 4.765 1.460 -3.002
H 5.596 -0.485 -1.881
H 4.110 -2.192 -1.258
H 1.790 -2.033 -1.665
H 0.098 -1.153 -2.800
H 0.174 0.192 -3.853
H -1.355 0.801 -2.395
H 0.885 2.259 -1.110
H -0.100 2.996 -3.488
H -1.634 2.791 -2.739
H -1.438 4.725 -1.441
H -0.865 5.095 -3.008
H 0.886 6.006 -2.071
H 1.547 4.427 -1.873
H 0.049 6.144 0.073
H 0.473 4.524 0.522
H 2.614 6.411 -0.384
H 2.045 6.205 1.310
H 2.732 3.752 -0.165
H 4.045 4.713 0.503
H 3.105 4.551 2.708
H 1.635 3.763 2.113
H 2.681 1.737 1.769
H 4.231 2.495 1.524
H 3.935 3.214 4.009
H 2.857 1.868 4.151
H 5.553 1.737 4.564
H 5.544 1.475 2.856
H 4.791 -0.356 5.052
H 5.471 -0.678 3.504
H 2.542 -0.149 4.086
H 3.245 -0.303 2.505
H 1.044 -2.150 3.539
H 1.462 -4.735 3.579
H 4.067 -5.126 3.649
H 5.159 -2.810 3.649
H -1.092 3.129 0.237
H -2.076 1.996 -0.676
H 0.215 1.026 1.024
H -1.462 0.879 1.268
H 0.076 -0.623 -0.394
H -3.665 -0.362 -2.171
H -3.907 -2.084 -2.101
H -2.514 -1.347 -2.988
H -3.883 -2.097 0.869
H -2.770 -1.138 1.846
H -3.913 -0.349 0.789
H -0.643 -3.071 0.355
H -2.144 -3.708 -0.348
H -0.823 -3.230 -1.417
C 5.019 -9.149 5.671
C 5.028 -7.716 5.192
O 5.003 -7.433 4.004
N 5.064 -6.741 6.137
C 5.096 -6.890 7.581
H 4.990 -9.804 4.807
H 5.920 -9.367 6.244
H 4.140 -9.342 6.287
H 5.066 -5.808 5.756
H 4.227 -6.398 8.020
H 5.997 -6.421 7.979
H 5.090 -7.936 7.866
C -6.555 -5.354 -1.867
C -6.201 -3.975 -1.370
O -5.109 -3.737 -0.853
N -7.124 -3.004 -1.511
C -8.457 -3.095 -2.095
H -5.716 -6.018 -1.684
H -7.427 -5.739 -1.340
H -6.758 -5.334 -2.938
H -6.828 -2.109 -1.156
H -8.528 -2.403 -2.933
H -9.190 -2.809 -1.352
H -8.667 -4.100 -2.445
C 3.434 5.545 -5.324
C 2.535 5.464 -6.536
O 1.343 5.216 -6.431
N 3.097 5.676 -7.751
C 4.484 5.980 -8.062
H 2.837 5.352 -4.438
H 4.222 4.793 -5.389
H 3.879 6.536 -5.236
H 2.442 5.607 -8.514
H 4.542 6.939 -8.577
H 4.890 5.209 -8.718
H 5.085 6.028 -7.161
C -10.339 0.828 0.754
C -10.448 -0.577 0.209
O -10.062 -0.866 -0.916
N -10.996 -1.519 1.015
C -11.505 -1.360 2.368
H -9.886 1.460 -0.002
H -11.326 1.222 0.994
H -9.714 0.845 1.647
H -11.044 -2.433 0.595
H -10.957 -2.016 3.045
H -12.560 -1.635 2.397
H -11.400 -0.336 2.708
```

Computed properties:
HOMO energy in eV: -9.979
Multiplicity: 1
Strongest force on any atom in eV/A: 4.3
Molar mass in g/mol: 774.24
Total charge: +1
Gap between HOMO and LUMO in eV: 8.3

Atomic partial charges in e from the Mulliken method, atoms 1 to 5:
1 C -0.978
2 C 1.227
3 C -0.667
4 C -0.856
5 C -1.299